(1)
8
Properties=species:S:1:pos:R:3:forces:R:3 method="wB97M-V/def2-TZVPD" mol_weight_g_mol=183.443 homo_lumo_gap_ha="0.240 / 0.336" total_charge=0 relative_energy_kcal_mol=42.3
C 0.70107 -0.48791 2.08527 -1.075 1.050 -0.872
O -0.68285 2.24171 -1.07829 0.861 0.624 0.559
O 0.53214 -1.52349 1.60538 -0.474 -3.020 -1.252
S -1.48659 1.30018 -1.80783 -1.119 -0.423 -0.849
Cl 0.63092 -1.51761 -3.60322 0.013 0.029 0.009
Cl -0.20136 0.89293 1.60012 -0.487 1.046 0.014
Cl -0.89618 -0.61970 -1.59761 0.223 -0.184 0.127
H 1.40285 -0.28612 2.79619 2.059 0.879 2.265


(2)
6
Properties=species:S:1:pos:R:3:forces:R:3 method="wB97M-V/def2-TZVPD" smiles="S=CCl.ClCl" mol_weight_g_mol=151.445 homo_lumo_gap_ha=0.290 total_charge=0 relative_energy_kcal_mol=34.5
S 0.70599 0.92621 -2.29904 1.690 0.584 0.111
C -0.17267 -0.13521 -1.53373 0.243 0.103 0.317
Cl 0.15560 -1.13369 -0.12300 -0.238 0.627 -1.135
H -1.10955 -0.11738 -2.01810 -1.689 -1.358 0.611
Cl 1.22959 0.33292 2.95346 -1.167 -0.101 0.071
Cl -0.80896 0.12715 3.02040 1.161 0.145 0.025


(3)
8
Properties=species:S:1:pos:R:3:forces:R:3 method="wB97M-V/def2-TZVPD" mol_weight_g_mol=166.601 homo_lumo_gap_ha=0.342 total_charge=0 relative_energy_kcal_mol=69.7
C -0.75907 -0.52102 -0.46731 -1.848 2.135 2.398
O 0.23503 0.63725 1.71996 -0.506 0.184 0.732
F -0.89071 -0.02616 -1.68992 -0.502 -0.395 0.274
F -0.61985 -1.83434 -0.52911 0.039 0.844 0.372
S 1.06832 2.09387 -0.56970 0.195 -0.183 -0.496
S 0.65227 0.53378 0.35865 0.064 -1.217 0.571
Cl 2.16354 -0.90021 0.53495 -0.167 0.356 -0.610
H -1.84953 0.01683 0.64249 2.726 -1.723 -3.241


| no. | E (hartree) |
| --- | --- |
| 1 | -1967.84369 |
| 2 | -1817.38814 |
| 3 | -1570.10560 |